# 1
ORCA calculation (the ωB97M-V functional and the def2-TZVPD basis) on a molecular structure, C32H41Cl3IN8O5PRbS2.

Each line ends with the Löwdin charge.
Element x y z (Å)
1 Rb 0.03 -0.25 0.51  0.791
2 C 2.49 -5.17 0.47  -0.018
3 C 2.20 -3.71 0.63  -0.278
4 N 1.28 -3.23 1.37  0.108
5 N 0.43 -4.19 1.89  -0.039
6 C -0.37 -3.91 2.96  -0.930
7 N -1.62 -4.45 2.81  0.081
8 S 0.17 -3.11 4.30  0.629
9 C 2.88 -2.75 -0.29  -0.240
10 C 4.25 -2.62 -0.43  -0.018
11 C 4.74 -1.82 -1.44  -0.074
12 C 3.85 -1.17 -2.28  -0.078
13 C 2.49 -1.34 -2.05  -0.152
14 N 2.01 -2.11 -1.08  0.112
15 H 2.44 -5.67 1.43  0.083
16 H 3.48 -5.32 0.02  0.072
17 H 1.76 -5.65 -0.20  0.091
18 H -0.02 -4.77 1.18  0.144
19 H -2.02 -4.23 1.89  0.059
20 H -2.23 -4.21 3.57  0.075
21 H 4.92 -3.14 0.25  0.114
22 H 5.81 -1.69 -1.57  0.102
23 H 4.19 -0.54 -3.09  0.099
24 H 1.75 -0.84 -2.67  0.084
25 C -7.44 -0.25 -3.37  -0.066
26 C -6.15 -0.82 -2.84  -0.287
27 C -5.01 -0.03 -2.73  -0.041
28 C -3.84 -0.54 -2.19  -0.067
29 C -3.78 -1.86 -1.78  -0.274
30 C -4.91 -2.66 -1.88  -0.058
31 C -6.09 -2.14 -2.40  -0.052
32 S -2.29 -2.57 -1.09  0.490
33 O -1.25 -1.58 -1.39  -0.581
34 O -2.08 -3.81 -1.82  -0.367
35 N -2.57 -2.87 0.40  -0.225
36 C -3.34 -1.94 1.24  -0.213
37 C -2.71 -0.56 1.49  -0.777
38 O -2.96 0.33 0.63  -0.111
39 O -1.96 -0.42 2.48  -0.138
40 H -7.25 0.58 -4.06  0.068
41 H -8.06 0.13 -2.56  0.077
42 H -8.01 -1.01 -3.91  0.070
43 H -5.05 1.01 -3.05  0.106
44 H -2.96 0.08 -2.07  0.094
45 H -4.86 -3.69 -1.55  0.115
46 H -6.97 -2.77 -2.48  0.104
47 H -3.44 -2.42 2.22  0.089
48 H -4.35 -1.79 0.83  0.102
49 I 1.72 3.39 4.66  0.876
50 C 2.29 1.39 4.46  -0.690
51 C 2.60 0.63 5.57  -0.149
52 C 2.98 -0.69 5.38  -0.076
53 C 3.03 -1.18 4.08  -0.185
54 N 2.74 -0.44 3.01  0.089
55 C 2.36 0.81 3.19  -0.222
56 H 2.54 1.05 6.57  0.091
57 H 3.20 -1.33 6.21  0.102
58 H 3.30 -2.21 3.89  0.092
59 H 2.08 1.39 2.32  0.040
60 Cl -1.93 1.12 -5.70  0.614
61 C -0.47 0.33 -5.07  -1.609
62 Cl 0.69 0.08 -6.41  0.591
63 Cl -0.86 -1.17 -4.27  0.740
64 C 0.16 1.23 -4.10  -0.380
65 N 0.65 1.93 -3.33  0.222
66 C 2.41 4.12 -0.79  -0.047
67 C 3.63 3.19 -0.85  -0.578
68 C 4.12 3.04 -2.29  -0.043
69 C 4.74 3.73 0.06  -0.039
70 C 3.24 1.86 -0.34  -0.145
71 N 2.94 0.82 0.04  0.212
72 H 2.70 5.10 -1.16  0.091
73 H 2.03 4.19 0.22  0.066
74 H 1.60 3.72 -1.42  0.069
75 H 4.40 4.02 -2.68  0.086
76 H 3.33 2.62 -2.92  0.067
77 H 4.99 2.39 -2.34  0.085
78 H 5.05 4.71 -0.30  0.086
79 H 5.61 3.06 0.05  0.088
80 H 4.39 3.83 1.08  0.090
81 C -0.62 5.07 1.35  -0.181
82 P -0.94 3.30 1.19  0.517
83 C -1.92 3.11 -0.31  -0.161
84 C -2.03 2.89 2.56  -0.156
85 O 0.33 2.50 1.17  -0.486
86 H -1.55 5.64 1.41  0.047
87 H -0.03 5.43 0.50  0.037
88 H -0.04 5.24 2.27  0.028
89 H -2.75 3.82 -0.33  0.057
90 H -2.33 2.09 -0.29  0.024
91 H -1.28 3.26 -1.18  0.042
92 H -2.86 3.60 2.62  0.057
93 H -1.45 2.92 3.48  0.034
94 H -2.39 1.87 2.40  0.030

Computed properties:
LUMO level   1.86 eV
Energy relative to the best compared isomer or geometry (same formula, charge and spin)   18.1 kcal per mole
Kohn-Sham gap   0.234 Eh
Net charge   -1
Spin multiplicity   1

# 2
ORCA calculation (the ωB97M-V functional and the def2-TZVPD basis) on a molecular structure, C32H41ClIN4O4Sn.

Each line ends with the Löwdin charge.
Element x y z (Å)
1 Sn 0.44 0.99 -0.08  1.567
2 C 0.54 4.65 -0.02  -0.085
3 O 1.48 3.60 -0.14  -0.307
4 C 2.69 3.89 0.51  -0.196
5 C 3.63 2.69 0.37  -0.161
6 O 3.06 1.46 0.74  -0.252
7 C 3.20 1.04 2.08  -0.177
8 C 2.28 1.75 3.07  -0.194
9 O 0.96 1.68 2.58  -0.300
10 C 0.01 2.31 3.41  -0.075
11 H 0.90 5.55 -0.53  0.101
12 H 0.34 4.89 1.03  0.096
13 H -0.38 4.30 -0.48  0.068
14 H 2.51 4.12 1.57  0.119
15 H 3.17 4.77 0.05  0.141
16 H 4.56 2.87 0.93  0.139
17 H 3.87 2.57 -0.69  0.134
18 H 4.24 1.13 2.40  0.138
19 H 2.90 -0.01 2.04  0.111
20 H 2.58 2.80 3.22  0.124
21 H 2.36 1.24 4.04  0.139
22 H -0.01 1.85 4.41  0.097
23 H -0.95 2.18 2.92  0.083
24 H 0.21 3.38 3.52  0.100
25 Cl -6.97 -0.23 -0.06  0.708
26 C -5.38 0.45 -0.04  -0.618
27 C -5.21 1.77 0.27  -0.163
28 C -3.94 2.31 0.35  -0.614
29 I -3.63 4.33 0.87  0.911
30 C -2.77 1.57 0.12  -0.477
31 O -1.61 2.07 0.31  -0.318
32 C -2.96 0.20 -0.29  -0.163
33 N -1.86 -0.50 -0.59  0.078
34 C -1.98 -1.76 -0.93  -0.152
35 C -3.21 -2.42 -0.99  -0.032
36 C -4.36 -1.73 -0.70  -0.011
37 C -4.27 -0.37 -0.35  -0.177
38 H -6.07 2.39 0.48  0.099
39 H -1.07 -2.29 -1.15  0.094
40 H -3.25 -3.47 -1.26  0.109
41 H -5.33 -2.20 -0.74  0.095
42 N 0.75 1.45 -6.87  0.140
43 C 0.63 1.42 -5.52  -0.313
44 C 1.28 2.35 -4.69  -0.002
45 C 1.15 2.23 -3.33  -0.139
46 N 0.45 1.27 -2.72  -0.059
47 C -0.18 0.40 -3.51  -0.157
48 C -0.13 0.42 -4.88  -0.002
49 H 1.21 2.21 -7.32  0.110
50 H 0.21 0.81 -7.43  0.110
51 H 1.86 3.14 -5.12  0.113
52 H 1.63 2.94 -2.67  0.102
53 H -0.75 -0.36 -2.99  0.087
54 H -0.66 -0.31 -5.46  0.113
55 C -2.46 -1.59 2.94  -0.037
56 C -0.96 -1.63 2.66  -0.377
57 C -0.15 -1.78 3.95  -0.030
58 C -0.57 -2.73 1.72  -0.103
59 C -1.14 -3.98 1.75  -0.004
60 C -0.74 -4.98 0.87  0.027
61 C 0.28 -4.75 -0.04  -0.009
62 C 0.93 -3.54 -0.12  -0.108
63 C 2.09 -3.37 -1.06  -0.359
64 C 2.00 -2.13 -1.94  -0.069
65 C 3.40 -3.34 -0.26  -0.040
66 C 0.49 -2.45 0.75  -0.348
67 N 0.99 -1.28 0.67  0.053
68 H -2.70 -0.68 3.48  0.090
69 H -2.79 -2.43 3.54  0.081
70 H -3.02 -1.58 2.01  0.071
71 H -0.67 -0.68 2.18  0.096
72 H -0.35 -2.73 4.43  0.088
73 H -0.40 -0.98 4.65  0.081
74 H 0.92 -1.72 3.74  0.079
75 H -1.93 -4.19 2.47  0.122
76 H -1.22 -5.95 0.91  0.126
77 H 0.58 -5.55 -0.71  0.124
78 H 2.11 -4.25 -1.71  0.136
79 H 2.03 -1.23 -1.33  0.033
80 H 1.08 -2.13 -2.52  0.071
81 H 2.84 -2.11 -2.63  0.088
82 H 3.42 -2.47 0.40  0.072
83 H 4.25 -3.29 -0.93  0.086
84 H 3.50 -4.24 0.35  0.085

Computed properties:
LUMO level (spin up / spin down)   -4.76 / -4.76 eV
Energy relative to the best compared isomer or geometry (same formula, charge and spin)   20.8 kcal per mole
Kohn-Sham gap (spin up / spin down)   0.172 / 0.172 Eh
Net charge   +1
Spin multiplicity   1

# 3
ORCA calculation (the ωB97M-V functional and the def2-TZVPD basis) on a molecular structure, C32H41ClN3O2ReSi2.

Each line ends with the Mulliken spin population.
Element x y z (Å)
1 Re -0.19 -0.05 -0.25  2.283
2 Cl 0.94 -6.88 2.30  0.001
3 C 0.85 -5.19 1.92  0.009
4 C 1.75 -4.30 2.52  0.004
5 C 1.70 -2.96 2.23  0.004
6 C 0.76 -2.45 1.31  0.020
7 O 0.80 -1.16 1.07  0.184
8 C -0.17 -3.35 0.74  0.036
9 C -1.27 -2.95 -0.08  0.018
10 N -1.52 -1.74 -0.47  0.047
11 C -2.70 -1.43 -1.19  0.014
12 C -3.86 -2.17 -1.19  -0.003
13 C -4.95 -1.79 -2.00  0.000
14 C -4.86 -0.69 -2.81  0.001
15 C -3.69 0.10 -2.82  0.003
16 C -3.51 1.22 -3.67  0.013
17 C -2.33 1.90 -3.65  -0.011
18 C -1.35 1.52 -2.72  0.004
19 N -1.50 0.53 -1.87  0.028
20 C -2.64 -0.24 -1.96  -0.002
21 C -0.10 -4.72 1.06  0.005
22 H 2.48 -4.68 3.22  0.000
23 H 2.38 -2.27 2.70  0.001
24 H -1.96 -3.74 -0.38  0.000
25 H -3.95 -3.04 -0.56  0.001
26 H -5.85 -2.38 -1.98  0.000
27 H -5.69 -0.41 -3.45  0.000
28 H -4.31 1.50 -4.34  0.000
29 H -2.14 2.73 -4.30  0.001
30 H -0.42 2.07 -2.65  0.021
31 H -0.81 -5.41 0.62  0.001
32 C 1.11 3.89 1.49  -0.003
33 Si 0.85 3.30 -0.27  -0.003
34 C 1.81 4.38 -1.47  0.001
35 C -0.97 3.68 -0.58  0.006
36 C 1.35 1.47 -0.44  0.062
37 C 1.76 0.88 -1.74  -0.037
38 C 2.61 1.34 -2.75  -0.023
39 C 2.88 0.50 -3.82  0.027
40 C 2.29 -0.76 -3.90  -0.011
41 C 1.43 -1.14 -2.90  0.032
42 N 1.18 -0.34 -1.86  0.002
43 Si 2.88 1.10 0.70  0.021
44 C 3.70 -0.53 0.21  0.006
45 C 4.21 2.39 0.40  0.002
46 C 2.45 1.05 2.52  -0.011
47 H 0.72 4.90 1.57  0.000
48 H 2.15 3.92 1.81  -0.001
49 H 0.56 3.26 2.19  0.001
50 H 1.54 5.43 -1.30  0.001
51 H 1.56 4.15 -2.51  0.000
52 H 2.89 4.30 -1.35  0.000
53 H -1.18 4.61 -0.05  -0.001
54 H -1.64 2.92 -0.18  0.000
55 H -1.22 3.87 -1.63  0.004
56 H 3.07 2.31 -2.67  -0.002
57 H 3.55 0.83 -4.60  0.000
58 H 2.50 -1.42 -4.73  0.000
59 H 0.92 -2.10 -2.90  0.002
60 H 3.55 -0.84 -0.83  -0.002
61 H 3.36 -1.35 0.84  0.000
62 H 4.78 -0.43 0.36  0.000
63 H 4.58 2.35 -0.63  0.000
64 H 5.06 2.15 1.04  0.000
65 H 3.92 3.41 0.62  0.000
66 H 1.43 0.69 2.69  -0.004
67 H 2.56 2.02 3.00  -0.001
68 H 3.13 0.36 3.02  -0.001
69 C -1.71 -0.70 2.94  0.009
70 C -2.11 0.58 2.23  0.012
71 C -1.83 1.79 3.11  0.004
72 C -3.58 0.54 1.82  0.009
73 O -1.36 0.76 1.03  0.225
74 H -2.25 -0.80 3.88  -0.004
75 H -0.64 -0.70 3.16  -0.003
76 H -1.94 -1.58 2.33  0.001
77 H -2.43 1.75 4.02  0.001
78 H -2.07 2.71 2.58  -0.001
79 H -0.78 1.81 3.40  0.003
80 H -4.22 0.45 2.70  0.000
81 H -3.78 -0.30 1.16  -0.002
82 H -3.85 1.46 1.30  0.000

Computed properties:
LUMO level (spin up / spin down)   -3.81 / -3.77 eV
Kohn-Sham gap (spin up / spin down)   0.244 / 0.265 Eh
Net charge   +1
⟨S²⟩   3.768
Spin multiplicity   4